Entry 1:
Here is C25H50CaClN2NbO8P3 as an isolated structure in a non-equilibrium geometry from the Open Molecules 2025 dataset. Energies are from ωB97M-V with the def2-TZVPD basis set.

Geometry as XYZ:
```
91
Properties=species:S:1:pos:R:3:lowdin_charge:R:1
C -0.1294 5.4486 4.1075 -0.086
C 0.3713 4.0534 4.7454 -0.341
N -0.8161 3.1754 4.8285 -0.238
Nb -0.4623 1.1707 4.3406 1.285
C 1.6838 1.1854 5.0943 -0.294
C 2.1017 -0.1792 5.8264 -0.231
C 3.0859 -0.9599 4.9114 -0.230
C 4.3051 -0.3677 4.3275 -0.043
C 5.1587 -1.1789 3.4461 -0.082
C 4.8344 -2.5720 3.1331 -0.092
C 3.6504 -3.1852 3.7196 -0.072
C 2.8225 -2.3591 4.5930 -0.080
C 0.1551 1.5749 2.1939 -0.409
O 0.0616 2.9491 1.7760 -0.298
C 1.1978 3.3825 1.0215 -0.181
C 0.6481 4.1700 -0.2656 -0.155
O 1.2948 3.7426 -1.4713 -0.169
C 0.4876 2.8418 -2.2250 -0.261
C 0.7801 1.3140 -1.8555 -0.064
P -0.3698 -1.3406 3.7610 0.444
O -0.5342 -2.2815 4.9664 -0.628
P -2.9959 1.0596 3.6505 0.470
O -3.9107 1.6103 4.9435 -0.398
Cl -3.1920 2.3260 2.0185 0.220
H -0.0672 6.2935 4.8364 0.069
H 0.3817 5.6423 3.1309 0.057
H -1.2253 5.3344 3.8626 0.072
H 1.1764 3.6934 4.0596 0.078
H 0.7140 4.2973 5.7822 0.115
H -1.2249 3.1662 5.7737 0.046
H -0.9639 0.7133 6.0459 -0.065
H 2.3154 1.3805 4.1785 0.050
H 1.8994 2.0096 5.8216 0.054
H 1.2314 -0.7764 6.1927 0.075
H 2.6947 0.1162 6.7441 0.122
H 4.6020 0.6867 4.5466 0.105
H 6.0746 -0.7382 2.9815 0.094
H 5.4660 -3.1796 2.4398 0.095
H 3.3117 -4.2328 3.5369 0.103
H 1.9106 -2.8228 5.0439 0.090
H 1.1720 1.1043 2.0476 0.067
H -0.5433 0.9832 1.5130 0.039
H 1.8282 2.5506 0.6139 0.114
H 1.8876 4.0639 1.5931 0.122
H 0.9112 5.2454 -0.0994 0.125
H -0.4606 4.0182 -0.2623 0.125
H -0.6151 3.0093 -2.1166 0.116
H 0.7503 2.9657 -3.3279 0.102
H 0.7212 0.6871 -2.7803 0.057
H 1.8512 1.2664 -1.5029 0.084
H 0.1318 0.9621 -1.0163 0.066
H 0.7783 -1.6747 2.9470 -0.039
H -1.4984 -1.6226 2.8964 -0.069
H -4.1023 0.8019 5.4689 0.051
O -0.2415 -1.2052 -5.6726 -0.216
P -0.1212 -1.4683 -7.1522 0.663
O 1.0564 -2.6108 -7.1227 -0.212
C 0.7806 -3.8782 -6.5295 -0.279
C -0.1660 -4.7004 -7.3810 -0.075
O 0.8304 -0.1518 -7.5261 -0.250
C 0.9066 0.9498 -6.6575 -0.415
C 2.0862 0.8172 -5.7131 -0.047
O -0.2630 -1.6773 -8.8245 -0.190
C -1.5636 -1.9588 -9.3579 -0.284
C -2.6419 -1.0504 -8.8020 -0.082
H 0.3795 -3.7449 -5.5209 0.113
H 1.7341 -4.3986 -6.4364 0.124
H -1.1734 -4.2696 -7.3627 0.066
H -0.2336 -5.7235 -7.0081 0.087
H 0.1659 -4.7235 -8.4200 0.087
H -0.0338 1.0914 -6.1164 0.120
H 1.0476 1.8286 -7.2719 -0.164
H 2.0680 -0.1320 -5.1794 0.093
H 2.0887 1.6307 -4.9816 0.072
H 3.0250 0.8501 -6.2694 0.086
H -1.8133 -3.0067 -9.1765 0.105
H -1.4985 -1.8261 -10.4393 0.127
H -2.8020 -1.2387 -7.7326 0.076
H -3.5888 -1.2217 -9.3158 0.091
H -2.3615 0.0000 -8.9128 0.075
N -3.8720 -3.1927 4.8176 0.011
C -4.8232 -2.7793 5.7096 -0.155
C -6.0565 -3.0459 5.1685 -0.120
C -5.8395 -3.6485 3.9038 -0.118
C -4.4818 -3.7278 3.7172 -0.148
H -2.8715 -3.1148 4.9524 0.111
H -4.5415 -2.3314 6.6496 0.104
H -7.0077 -2.8330 5.6308 0.089
H -6.5925 -3.9866 3.2091 0.088
H -3.8993 -4.1169 2.8975 0.104
Ca 0.9815 3.0713 -8.3116 1.075
```

Values from the calculation:
Total charge ... +1
Strongest force on any atom ... 7.942 eV/Å
LUMO ... -6.71 eV

Entry 2:
Here is C25H50ClNP2SSi2Tc as an isolated structure in a non-equilibrium geometry from the Open Molecules 2025 dataset. Energies are from ωB97M-V with the def2-TZVPD basis set.

Geometry as XYZ:
```
83
Properties=species:S:1:pos:R:3:lowdin_spin:R:1
Tc -0.2356 -0.0980 0.3010 2.185
C -1.4354 -0.0455 2.1059 0.033
C -1.7171 1.1418 1.3616 0.069
C -2.3260 0.6955 0.1186 0.106
Si -1.2958 2.8524 2.0230 0.012
C -2.3652 -0.7224 0.1116 0.005
C -1.7914 -1.2102 1.3567 0.069
Si -1.4411 -2.9458 1.9872 0.016
H -1.1305 -0.0585 3.1489 0.002
H -2.7303 1.3452 -0.6505 0.013
H -2.8067 -1.3413 -0.6615 0.000
Cl 1.9475 0.4069 -4.1696 0.032
C -1.2047 -3.0048 3.8405 0.003
C -2.8012 -4.1264 1.4831 0.004
C -0.9944 2.8296 3.8676 0.000
C -2.6511 4.0735 1.6134 0.004
H -3.7711 -3.6728 1.7285 0.001
H -2.6939 -5.0464 2.0743 0.001
H -2.7957 -4.3907 0.4199 0.000
H -0.5110 -2.2301 4.1924 0.000
H -0.8112 -3.9897 4.1281 0.000
H -2.1750 -2.8648 4.3363 0.001
H -3.6235 3.6059 1.8196 0.001
H -2.6419 4.4218 0.5740 0.000
H -2.5408 4.9431 2.2762 0.001
H -1.9547 2.7253 4.3913 0.000
H -0.5353 3.7793 4.1760 0.000
H -0.3372 2.0026 4.1663 0.000
C 0.1974 -3.3762 1.1420 0.001
C 0.3250 3.3112 1.1484 0.006
P 0.3926 -2.4055 -0.3907 0.036
H 0.2402 -4.4589 0.9548 -0.001
H 1.0216 -3.1090 1.8226 0.000
P 0.4578 2.4122 -0.4276 0.110
H 1.1608 3.0019 1.7960 0.000
H 0.3758 4.4006 1.0085 0.001
C 2.1414 2.9544 -1.0586 0.024
C -0.8597 3.2726 -1.4888 0.015
C -0.8877 -3.2221 -1.5289 0.002
C 2.0471 -2.9910 -1.0461 0.012
C 3.1947 -2.0510 -0.6587 0.002
H 1.9280 -2.9810 -2.1434 0.000
C 2.4253 -4.4099 -0.6071 0.002
H 2.5487 -4.4667 0.4809 0.000
H 3.3911 -4.6586 -1.0666 0.001
H 1.7106 -5.1743 -0.9224 0.000
H 3.1569 -1.0937 -1.1879 0.001
H 4.1457 -2.5317 -0.9289 0.000
H 3.2070 -1.8570 0.4232 0.000
H -1.8137 -3.1880 -0.9343 0.000
C -0.5886 -4.6841 -1.8599 0.000
C -1.1179 -2.4285 -2.8176 0.002
H -0.5019 -5.3229 -0.9725 0.000
H 0.3208 -4.7770 -2.4673 0.000
H -1.4218 -5.0778 -2.4598 0.000
H -1.4982 -1.4164 -2.6289 0.002
H -1.8723 -2.9526 -3.4230 0.000
H -0.2027 -2.3563 -3.4201 0.000
H -1.7808 3.0931 -0.9133 0.000
C -1.0198 2.6016 -2.8555 0.003
C -0.7012 4.7836 -1.6610 0.005
H -0.4556 5.3174 -0.7356 0.000
H -1.6582 5.1883 -2.0234 0.001
H 0.0490 5.0141 -2.4272 0.000
H -1.4614 1.6006 -2.7731 0.002
H -0.0620 2.5223 -3.3876 0.000
H -1.7000 3.2030 -3.4761 0.000
C 3.2822 2.1957 -0.3661 0.001
C 2.4225 4.4510 -0.9131 0.007
H 2.1170 2.6895 -2.1295 0.000
H 2.3544 4.7679 0.1349 0.000
H 1.7700 5.0813 -1.5184 0.000
H 3.4524 4.6356 -1.2472 0.002
H 3.2500 2.3380 0.7226 0.001
H 4.2390 2.5974 -0.7297 0.000
H 3.2891 1.1201 -0.5687 0.000
C 1.1666 0.0359 -2.5036 0.047
H 1.7487 0.6260 -1.7863 0.015
H 0.1123 0.3105 -2.5974 0.015
H 1.3214 -1.0399 -2.3721 0.007
S 1.6222 -0.0121 1.7527 0.088
C 1.2815 -0.2174 3.3783 0.019
N 1.1069 -0.3414 4.5386 0.010
```

Values from the calculation:
Strongest force on any atom ... 3.551 eV/Å
<S²> ... 3.77
ΔE to the lowest compared entry with this formula, charge and spin ... 0.0 kcal per mole
LUMO (spin up / spin down) ... 0.53 / -0.37 eV
Spin multiplicity ... 4

E_tot, record by record: -3912.1205 -3238.2308 Ha